72
Properties=species:S:1:pos:R:3:forces:R:3 method="wB97M-V/def2-TZVPD" orbital_gap_ha=0.353 e_tot_ev=-66416.1898 charge=+1 largest_force_ev_per_a=2.0
F 6.822 0.771 1.490 0.05 -0.03 0.02
F -1.527 1.368 4.269 0.09 0.33 0.20
F -2.742 2.498 2.869 -0.09 0.28 0.00
F 4.915 2.153 2.002 -0.02 0.21 -0.10
F -3.451 0.600 3.663 -0.60 0.25 0.48
F 6.187 -0.689 2.949 -0.06 -0.01 -0.11
F 4.155 0.743 3.440 -0.23 -0.34 0.23
F 5.570 -0.869 0.871 0.06 0.03 0.05
O -0.041 -3.379 1.774 0.36 0.26 0.05
O -7.615 1.296 -6.583 0.02 -0.19 -0.14
O -5.654 1.245 -0.877 0.12 -0.27 0.28
O 3.313 -1.535 2.205 0.26 0.32 0.09
O -2.835 -4.662 1.651 0.43 0.06 0.15
O -4.909 1.312 -4.068 0.22 -0.54 -0.06
O -1.395 -0.784 2.653 0.47 -0.04 -0.09
O 1.388 1.398 0.219 -0.26 -0.14 0.43
O -4.293 -1.760 2.018 0.55 -0.13 -0.25
O 11.935 1.200 -1.475 -0.06 0.00 0.00
O -7.228 2.949 -4.404 -0.34 -0.02 0.11
O -4.794 -1.073 -2.352 0.25 0.21 -0.04
O 9.482 2.306 0.508 -0.02 -0.09 -0.11
N -1.432 -1.990 -1.478 -0.30 -0.22 -0.39
N 2.667 -0.639 1.336 -0.45 -0.44 -0.27
C 2.381 1.787 1.136 0.36 0.25 -0.21
C 0.537 -1.316 -2.552 1.14 -0.23 -1.64
C 0.080 -0.457 -0.426 0.93 0.94 0.12
C 0.468 0.412 0.764 0.73 0.09 -0.67
C -0.629 -2.024 -2.531 -0.44 -0.27 0.22
C 0.915 -0.514 -1.526 0.18 0.19 0.59
C 4.545 0.865 2.172 0.37 0.45 -0.15
C -2.377 1.285 3.249 0.55 -1.19 -0.56
C -1.042 -1.229 -0.476 -1.22 -0.21 0.98
C -1.775 0.457 2.099 -0.47 0.60 0.01
C 5.824 -0.007 1.878 0.01 -0.23 0.20
C 3.411 0.658 1.175 0.03 0.09 0.06
C -0.652 1.221 1.401 -0.04 -0.24 0.42
C 1.264 -0.450 1.763 -1.33 -0.14 0.62
H -7.700 3.466 -3.744 0.12 -0.01 0.10
H -0.632 -4.142 1.776 -0.27 -0.07 -0.12
H 8.746 1.708 0.654 0.01 -0.01 0.02
H -0.463 -2.730 2.347 -0.07 -0.28 0.14
H 1.833 0.043 -1.578 0.11 0.24 -0.09
H -7.919 2.458 -4.871 0.23 0.07 -0.22
H -4.261 -0.968 2.559 -0.29 0.13 0.22
H -5.326 0.448 -1.332 -0.14 0.09 0.02
H -3.967 -1.515 -2.133 0.05 -0.16 0.04
H -1.069 1.844 0.618 -0.14 0.04 -0.19
H -4.720 2.031 -4.676 -0.04 0.07 0.01
H -4.865 1.756 -0.681 -0.03 0.14 -0.13
H -0.893 -2.636 -3.377 -0.28 -0.17 -0.08
H 1.175 -1.393 -3.419 0.05 -0.01 -0.16
H -1.688 -1.235 0.386 -0.25 -0.13 -0.10
H -4.550 -0.438 -3.046 -0.13 0.04 -0.11
H 2.013 2.095 2.114 -0.16 -0.21 0.14
H 0.824 -1.436 1.811 0.13 -0.13 -0.17
H -2.612 0.328 1.415 -0.03 -0.11 -0.18
H 3.863 0.632 0.191 0.11 -0.13 -0.17
H -1.999 -1.461 2.327 -0.47 0.06 0.10
H -7.675 1.552 -7.508 -0.06 0.09 0.01
H 12.227 1.798 -2.170 -0.05 0.04 0.00
H -0.213 1.918 2.113 0.25 -0.02 0.12
H -7.131 0.464 -6.596 -0.03 -0.03 0.05
H -5.872 1.249 -4.091 -0.07 0.41 0.17
H 2.956 -2.416 2.006 -0.14 -0.09 0.03
H 2.629 -1.084 0.412 0.05 0.07 -0.07
H 12.736 0.744 -1.201 -0.02 -0.03 0.07
H 10.057 1.834 -0.108 0.18 0.08 -0.01
H -4.770 -1.508 1.218 -0.09 -0.06 0.02
H 2.884 2.647 0.714 0.02 0.20 -0.08
H -3.080 -5.311 2.317 -0.08 -0.08 -0.02
H 1.194 -0.058 2.771 0.62 0.21 0.16
H -3.196 -3.831 1.977 -0.34 0.13 -0.07

16
Properties=species:S:1:pos:R:3:forces:R:3 method="wB97M-V/def2-TZVPD" orbital_gap_ha="0.185 / 0.141" e_tot_ev=-13852.9651 charge=0 de_lowest_kj_mol=599.10 largest_force_ev_per_a=5.2
O -1.936 -1.428 -0.191 -1.55 4.95 0.79
O -0.156 -2.567 -0.438 3.73 -0.14 0.41
O 0.850 1.182 2.354 0.06 0.31 -0.83
O -2.110 -3.467 -0.785 -0.47 -1.70 0.47
O 0.913 1.285 -1.339 -1.89 -0.85 -0.87
C -1.388 -2.561 -0.296 -1.29 -0.89 -3.86
C 1.459 1.305 -0.034 0.50 -0.10 1.91
C 0.399 0.949 1.023 0.22 -0.71 0.09
Li -0.990 1.272 -1.511 -0.55 0.54 0.62
Li -1.443 -1.442 -2.186 -0.30 -1.66 1.44
H 0.170 0.806 2.919 0.09 -0.09 0.22
H 2.284 0.594 0.025 -0.04 0.00 0.00
H 0.127 -0.101 0.911 0.02 -0.27 -0.21
H -0.533 1.488 0.843 -0.25 0.60 -0.18
H 0.488 0.388 -1.454 1.83 -0.05 0.25
H 1.866 2.297 0.160 -0.13 0.07 -0.25

13
Properties=species:S:1:pos:R:3:forces:R:3 method="wB97M-V/def2-TZVPD" orbital_gap_ha="0.252 / 0.212" e_tot_ev=-21086.0634 charge=+1 s2=2.0461 de_lowest_kj_mol=448.51 multiplicity=3 largest_force_ev_per_a=7.5
S 1.223 -0.284 0.155 2.53 0.40 -4.88
O 1.563 -1.212 -0.909 -0.80 0.07 0.68
O 2.104 -0.081 1.217 0.40 0.03 2.62
N -1.165 0.423 0.413 -1.70 -2.28 0.40
N -1.119 -2.332 0.115 2.19 6.64 -2.69
C -0.512 1.610 0.195 0.03 0.06 -1.67
C 0.501 1.552 -0.806 1.63 -0.38 0.84
C -0.557 -0.637 0.473 -1.09 -2.00 -0.88
H -2.051 -2.093 -0.084 -2.09 -0.24 -0.26
H -0.523 2.374 0.879 -0.66 1.71 1.48
H 0.427 0.963 -1.739 -0.44 0.69 0.35
H 1.118 2.514 -0.824 -0.44 -1.74 -0.16
H -1.009 -2.799 0.915 0.44 -2.96 4.18

56
Properties=species:S:1:pos:R:3:forces:R:3 method="wB97M-V/def2-TZVPD" orbital_gap_ha="0.297 / 0.252" e_tot_ev=-62534.8872 charge=0 s2=0.7522 de_lowest_kj_mol=24.93 multiplicity=2 largest_force_ev_per_a=1.1
Hg 1.173 0.485 -0.188 -0.23 0.11 -0.46
P -0.320 -0.849 -3.231 -0.10 0.41 -0.36
P 1.403 -2.687 -1.488 -0.21 -0.47 -0.27
O -1.752 -1.012 -2.479 0.07 -0.02 -0.10
O 0.497 0.168 -2.487 0.08 0.18 0.92
O 2.465 -1.708 -1.181 -0.03 0.26 -0.41
O 1.987 -4.182 -1.567 0.05 0.11 -0.10
O -0.503 -0.644 -4.689 -0.01 -0.41 0.01
O 1.750 1.522 4.462 -0.06 -0.06 -0.21
O 1.508 -2.606 -4.012 0.00 -0.10 -0.08
O 0.347 -2.842 -0.295 -0.08 -0.01 -0.45
O 1.611 2.253 2.439 0.00 -0.18 0.12
N 2.703 -2.022 2.715 0.00 -0.23 0.22
N 2.494 -2.055 1.334 -0.04 0.25 0.47
N 2.065 0.147 2.692 -0.06 -0.28 -1.07
N 2.703 -0.889 4.724 0.08 -0.01 0.04
N 1.797 1.355 3.234 0.15 0.28 0.59
C -2.095 0.410 0.434 0.05 0.02 -0.07
C 0.460 -2.521 -3.040 0.18 0.33 0.21
C -1.441 2.733 0.196 -0.03 -0.02 0.05
C -1.826 1.513 -0.368 -0.11 0.04 0.14
C -0.559 -3.638 -3.226 0.09 -0.01 0.14
C -2.200 -0.739 2.671 0.07 0.10 -0.11
C -1.604 1.701 2.378 0.00 -0.07 0.08
C -1.160 3.932 -0.678 -0.09 -0.06 -0.22
C -0.057 3.631 -1.697 0.00 0.07 0.16
C 2.474 -0.886 3.406 -0.21 0.41 0.35
C -2.440 4.387 -1.391 0.13 0.08 0.11
C -1.355 2.810 1.580 0.07 -0.02 -0.05
C -1.968 0.483 1.821 0.02 -0.01 0.01
H -1.505 1.787 3.455 0.00 0.01 0.00
H -2.303 -0.473 3.723 -0.02 -0.03 0.01
H 3.246 -2.746 3.157 0.09 0.02 -0.03
H -0.053 -4.600 -3.297 0.00 0.00 -0.02
H -2.424 -1.228 -3.141 0.04 0.05 0.08
H -1.070 3.745 2.047 0.04 0.02 -0.01
H -0.350 2.840 -2.387 0.02 -0.04 0.01
H -1.248 -3.658 -2.382 -0.07 -0.05 -0.05
H -1.954 1.426 -1.438 0.10 -0.06 -0.05
H 2.596 -4.241 -2.320 -0.07 -0.09 0.08
H -2.420 -0.512 -0.035 0.07 -0.02 -0.01
H -2.791 3.620 -2.083 -0.02 -0.01 -0.01
H -0.820 4.749 -0.035 -0.01 -0.04 0.05
H 2.994 -1.710 5.223 -0.04 -0.06 -0.08
H 0.178 4.523 -2.280 0.02 0.00 -0.02
H -3.231 4.587 -0.667 -0.04 0.01 -0.04
H 0.853 3.311 -1.181 0.02 0.03 -0.07
H 3.256 -1.638 0.812 0.00 -0.07 -0.03
H -2.251 5.298 -1.960 -0.03 0.00 -0.03
H 2.444 -0.042 5.212 0.02 0.02 0.04
H -1.112 -3.460 -4.150 0.00 0.00 0.01
H 0.583 -2.205 0.398 0.01 -0.04 0.18
H -3.096 -1.271 2.349 -0.01 -0.03 0.06
H 2.347 -3.002 1.017 0.19 -0.15 0.25
H -1.357 -1.428 2.576 -0.02 -0.05 0.06
H 1.334 -1.921 -4.679 -0.06 -0.07 -0.03